97
Properties=species:S:1:pos:R:3:forces:R:3 method="wB97M-V/def2-TZVPD" charge=-1 e_homo_ev=-6.06 total_energy_ha=-3617.38236
Ti 0.379 0.092 -0.562 -0.1 -0.1 -0.6
O 1.066 4.033 0.588 -0.1 -0.1 0.0
C 1.094 2.869 0.226 0.4 0.2 0.0
O 0.103 2.074 0.042 0.0 0.0 0.3
C 2.435 2.217 -0.109 -0.3 0.0 0.0
C 3.647 2.862 -0.279 0.0 0.0 0.1
C 4.730 2.113 -0.724 0.0 0.0 0.0
C 4.571 0.765 -1.022 0.0 -0.1 0.1
C 3.321 0.208 -0.833 -0.2 -0.2 0.1
N 2.315 0.925 -0.364 0.7 0.3 -0.2
C 2.853 -1.186 -1.233 0.9 0.2 -0.1
O 3.642 -2.026 -1.618 -0.2 0.0 0.0
O 1.571 -1.301 -1.143 0.1 -0.4 -0.1
H 3.712 3.923 -0.088 0.0 0.0 0.0
H 5.691 2.587 -0.877 0.0 0.0 0.0
H 5.372 0.154 -1.413 0.0 0.0 0.0
O 0.208 2.972 -3.488 -0.1 0.0 0.1
C 0.015 2.068 -2.693 -0.4 0.2 -0.2
O 0.855 1.201 -2.268 0.1 0.1 -0.3
C -1.394 1.770 -2.175 0.3 0.0 -0.3
C -2.569 2.442 -2.443 0.0 0.0 0.0
C -3.762 1.834 -2.064 0.1 -0.1 0.0
C -3.750 0.580 -1.461 -0.1 0.0 0.0
C -2.523 0.019 -1.153 0.2 -0.3 0.0
N -1.401 0.629 -1.500 -0.8 0.5 -0.1
C -2.190 -1.335 -0.515 -0.6 0.3 -0.3
O -3.073 -2.119 -0.225 0.1 0.0 0.0
O -0.919 -1.489 -0.433 0.1 -0.2 0.2
H -2.534 3.401 -2.940 0.0 0.0 -0.1
H -4.705 2.329 -2.259 0.0 0.0 0.0
H -4.663 0.047 -1.238 0.0 0.0 0.1
C 1.544 -2.749 2.872 -0.2 0.3 0.1
C 0.170 -2.483 3.492 0.0 -0.3 0.2
C -0.927 -3.092 2.623 0.0 0.3 0.1
C 0.106 -3.067 4.902 0.0 0.2 -0.1
O -0.038 -1.070 3.659 0.2 -0.1 -0.3
Si -0.277 0.105 2.526 -0.4 -0.1 0.5
O 0.603 -0.162 1.204 0.1 -0.2 1.3
O -1.826 0.196 2.009 -0.1 -0.1 0.1
C -2.988 0.688 2.685 -0.4 0.2 0.2
C -3.173 2.150 2.278 0.2 -0.2 0.0
C -4.169 -0.162 2.224 0.2 0.0 0.0
C -2.857 0.577 4.206 0.2 -0.1 -0.2
O -0.013 1.497 3.340 0.3 0.2 -0.3
C 1.125 1.971 4.058 0.2 0.1 0.4
C 0.976 1.541 5.521 -0.1 -0.1 -0.2
C 1.109 3.495 3.968 -0.1 -0.2 -0.1
C 2.422 1.406 3.482 -0.3 -0.1 -0.1
H 1.714 -3.822 2.777 0.0 0.0 0.0
H 2.326 -2.315 3.500 0.0 0.0 0.0
H 1.589 -2.292 1.888 0.1 0.0 -0.1
H -0.859 -4.180 2.623 0.0 0.0 0.0
H -0.835 -2.735 1.600 -0.1 0.0 -0.1
H -1.909 -2.799 3.001 0.0 0.0 0.0
H 0.286 -4.142 4.882 0.0 0.0 0.0
H -0.880 -2.879 5.331 0.0 0.0 0.0
H 0.858 -2.590 5.535 0.0 0.0 0.0
H -3.289 2.221 1.195 0.0 0.0 0.0
H -2.279 2.711 2.556 0.0 0.1 0.0
H -4.049 2.577 2.770 0.0 0.0 0.0
H -4.335 -0.033 1.157 0.0 0.0 0.0
H -5.076 0.111 2.766 0.0 0.0 0.0
H -3.950 -1.217 2.392 0.0 0.0 0.0
H -2.038 1.204 4.553 0.0 0.0 0.1
H -2.636 -0.456 4.482 -0.1 0.0 0.1
H -3.785 0.890 4.685 0.0 0.0 0.0
H 0.101 2.022 5.962 0.0 0.0 0.0
H 1.864 1.818 6.091 0.0 0.0 0.0
H 0.832 0.460 5.564 0.1 0.0 0.1
H 0.156 3.867 4.349 0.0 0.0 0.0
H 1.206 3.820 2.934 0.0 0.0 -0.1
H 1.919 3.922 4.563 0.0 0.0 0.0
H 2.482 0.333 3.685 0.1 0.0 0.0
H 3.291 1.907 3.909 0.0 0.0 0.0
H 2.425 1.539 2.404 0.1 0.1 -0.1
C 0.391 -2.581 -3.899 0.0 0.0 0.0
N 0.331 -1.119 -3.870 -0.1 -0.1 -0.2
C 1.532 -0.602 -4.535 -0.1 0.0 0.0
N 1.633 -1.073 -5.925 0.1 0.0 0.0
C 1.652 -2.537 -5.910 0.0 0.1 0.0
N 0.460 -3.102 -5.275 0.0 -0.1 0.0
C -0.710 -2.621 -6.007 0.0 0.1 0.0
N -0.799 -1.157 -6.026 -0.1 0.0 0.0
C -0.839 -0.691 -4.631 0.0 -0.1 0.0
C 0.430 -0.634 -6.631 0.0 0.0 0.0
H -0.503 -2.983 -3.415 0.0 0.0 0.0
H 1.274 -2.908 -3.349 0.0 0.0 0.0
H 2.410 -0.941 -3.981 0.0 0.0 0.0
H 1.509 0.486 -4.535 0.0 0.0 0.1
H 2.536 -2.873 -5.363 0.0 0.0 0.0
H 1.710 -2.896 -6.942 0.0 0.0 0.0
H -1.612 -3.023 -5.538 0.0 0.0 0.0
H -0.658 -2.978 -7.040 0.0 0.0 0.0
H -1.738 -1.094 -4.155 0.0 0.0 0.0
H -0.892 0.400 -4.637 0.0 0.0 0.0
H 0.390 0.457 -6.606 0.0 0.0 -0.1
H 0.483 -0.972 -7.670 0.0 0.0 0.0